Record 1
C20H59N3O8 | the ωB97M-V functional and the def2-TZVPD basis

The geometry in ORCA input format:
```
! wB97M-V def2-TZVPD RIJCOSX def2/J DEFGRID3
* xyz 0 1
C -4.432 -4.347 -1.561
O -3.749 -3.094 -1.675
C -2.462 -3.261 -2.214
C -1.891 -1.875 -2.469
C -0.485 -1.917 -3.036
N -1.846 -1.134 -1.181
H -5.264 -4.223 -0.874
H -3.778 -5.147 -1.209
H -4.809 -4.594 -2.559
H -1.784 -3.766 -1.509
H -2.451 -3.832 -3.152
H -2.489 -1.377 -3.239
H 0.233 -2.506 -2.463
H -0.126 -0.887 -2.998
H -0.480 -2.269 -4.071
H -2.207 -0.209 -1.432
H -2.594 -1.517 -0.604
C -5.937 2.002 -0.479
O -5.458 2.961 -1.394
C -4.376 2.513 -2.171
C -3.108 2.215 -1.393
C -2.688 3.271 -0.373
N -2.024 1.767 -2.290
H -5.222 1.795 0.327
H -6.104 1.037 -0.978
H -6.854 2.376 -0.036
H -4.653 1.620 -2.749
H -4.177 3.320 -2.886
H -3.344 1.322 -0.789
H -1.735 2.988 0.079
H -3.432 3.368 0.416
H -2.534 4.238 -0.864
H -1.929 2.409 -3.072
H -1.144 1.852 -1.785
C 3.829 3.405 2.648
O 2.887 2.873 3.556
C 1.723 3.654 3.690
C 0.930 3.800 2.401
C -0.351 4.568 2.655
N 0.627 2.499 1.794
H 3.990 4.471 2.838
H 3.517 3.266 1.606
H 4.750 2.842 2.784
H 1.094 3.154 4.433
H 1.938 4.652 4.106
H 1.487 4.430 1.701
H -1.061 4.094 3.340
H -0.907 4.744 1.732
H -0.118 5.548 3.083
H -0.127 2.043 2.295
H 1.440 1.890 1.870
C 2.423 1.218 -2.233
C 2.116 2.206 -1.134
O 0.719 2.512 -1.109
H 2.589 1.735 -3.181
H 1.630 0.491 -2.399
H 3.327 0.638 -2.032
H 2.745 3.092 -1.286
H 2.333 1.836 -0.126
H 0.525 2.774 -0.191
C 5.237 -0.233 2.070
C 4.155 -0.679 1.139
O 2.883 -0.246 1.670
H 5.043 0.779 2.428
H 6.194 -0.242 1.538
H 5.348 -0.841 2.968
H 4.081 -1.766 1.023
H 4.195 -0.245 0.133
H 2.220 -0.320 0.952
C -0.995 -4.442 1.427
C -0.483 -3.819 2.699
O -0.231 -2.399 2.496
H -0.285 -4.238 0.619
H -1.960 -4.084 1.059
H -1.080 -5.530 1.468
H 0.462 -4.307 2.944
H -1.191 -3.862 3.526
H 0.619 -2.224 2.911
C 3.341 -3.190 -1.605
C 2.229 -3.877 -0.803
O 2.618 -5.140 -0.266
H 2.876 -2.428 -2.226
H 3.992 -3.925 -2.067
H 3.926 -2.666 -0.842
H 1.394 -4.136 -1.463
H 1.810 -3.178 -0.070
H 3.501 -5.031 0.103
O 0.843 -0.459 -0.072
H 0.294 0.325 -0.187
H 0.237 -1.129 0.275
*
```

- E_HOMO (eV) = -9.22
- ΔE to the lowest compared entry with this formula, charge and spin (eV) = 0.000
- SMILES string = COC[C@H](C)N.COC[C@H](C)N.COC[C@H](C)N.CCO.CCO.CCO.CCO.O
- frontier orbital gap (eV) = 9.93
- calculated total energy (Ha) = -1563.50548


Record 2
C20H60N12O8 | the ωB97M-V functional and the def2-TZVPD basis

The geometry in ORCA input format:
```
! wB97M-V def2-TZVPD RIJCOSX def2/J DEFGRID3
* xyz 0 1
C 6.115 10.969 9.739
O 7.204 10.738 8.837
C 6.957 9.673 7.869
C 8.178 9.518 6.947
C 8.460 10.846 6.222
N 7.844 8.396 6.092
H 5.816 10.074 10.349
H 5.206 11.369 9.234
H 6.446 11.745 10.440
H 6.705 8.711 8.420
H 6.125 9.968 7.167
H 9.028 9.255 7.581
H 8.683 11.600 6.997
H 7.653 11.023 5.519
H 9.412 10.657 5.753
H 8.462 8.446 5.273
H 6.848 8.343 5.842
C 12.019 17.563 12.889
O 11.837 16.436 11.986
C 11.825 15.139 12.617
C 13.086 14.365 12.290
C 13.116 14.115 10.799
N 13.267 13.016 12.898
H 11.592 17.266 13.852
H 11.557 18.376 12.426
H 13.058 17.837 13.040
H 11.652 15.138 13.674
H 11.029 14.529 12.213
H 13.943 15.011 12.444
H 14.160 13.863 10.642
H 13.074 15.052 10.207
H 12.385 13.378 10.477
H 12.610 12.453 12.376
H 12.795 13.083 13.821
C 5.864 7.373 15.580
O 6.350 7.678 14.315
C 7.642 7.148 14.058
C 8.335 7.892 12.926
C 7.560 7.498 11.648
N 9.723 7.605 12.802
H 6.617 7.922 16.224
H 5.925 6.295 15.776
H 4.813 7.696 15.586
H 8.198 7.336 15.016
H 7.626 6.028 13.913
H 8.212 8.957 13.204
H 7.997 7.878 10.716
H 6.557 7.917 11.707
H 7.542 6.403 11.654
H 10.252 7.873 13.601
H 10.071 6.698 12.591
C 16.002 10.236 8.551
O 14.923 10.954 9.119
C 14.108 11.484 8.048
C 13.186 10.485 7.373
C 12.735 11.129 6.009
N 12.007 10.148 8.129
H 15.722 9.208 8.409
H 16.824 10.309 9.245
H 16.165 10.612 7.534
H 13.525 12.302 8.488
H 14.697 11.998 7.342
H 13.675 9.564 7.096
H 13.490 10.824 5.285
H 12.878 12.164 6.006
H 11.749 10.753 5.686
H 12.203 9.666 8.966
H 11.590 11.034 8.408
N 9.140 11.788 14.112
C 9.708 10.629 14.566
N 10.861 10.337 13.909
O 9.162 9.899 15.403
H 9.603 12.294 13.389
H 8.279 12.136 14.450
H 11.335 11.010 13.312
H 11.346 9.522 14.112
N 10.086 15.827 7.645
C 9.105 15.701 8.666
N 9.596 16.326 9.742
O 8.115 14.973 8.602
H 10.728 16.518 7.834
H 9.917 15.516 6.733
H 10.634 16.217 9.801
H 9.085 16.278 10.539
N 9.521 12.237 10.171
C 10.243 11.332 10.846
N 9.847 9.976 10.658
O 11.139 11.645 11.674
H 8.864 11.920 9.489
H 9.745 13.227 10.269
H 8.925 9.861 10.250
H 10.023 9.454 11.554
N 13.709 8.989 11.909
C 13.590 8.829 13.254
N 14.492 9.612 13.947
O 12.828 8.087 13.852
H 12.831 8.714 11.495
H 14.093 9.873 11.569
H 14.525 9.550 14.947
H 14.677 10.545 13.690
*
```

- E_HOMO (eV) = -8.81
- ΔE to the lowest compared entry with this formula, charge and spin (eV) = 2.867
- SMILES string = COC[C@H](C)N.COC[C@H](C)N.COC[C@H](C)N.COC[C@H](C)N.NC(N)=O.NC(N)=O.NC(N)=O.NC(N)=O
- frontier orbital gap (eV) = 9.24
- calculated total energy (Ha) = -2057.04969


Record 3
C20H61B2O14PS8 | the ωB97M-V functional and the def2-TZVPD basis

The geometry in ORCA input format:
```
! wB97M-V def2-TZVPD RIJCOSX def2/J DEFGRID3
* xyz 0 1
C -3.304 2.177 -0.950
C -2.363 1.032 -1.303
O -2.467 -0.030 -0.354
B -1.714 0.047 0.799
C -2.231 0.934 2.034
P -3.917 0.658 2.592
O -4.772 -0.151 1.723
O -3.791 0.010 4.064
O -4.546 2.117 2.902
B -0.145 -0.668 0.945
O 0.129 -1.989 0.732
O 0.850 0.231 1.348
C 1.444 0.018 2.622
H -4.235 1.750 -0.571
H -3.544 2.763 -1.840
H -2.892 2.854 -0.204
H -2.625 0.606 -2.273
H -1.326 1.387 -1.372
H -2.117 1.982 1.726
H -1.569 0.809 2.895
H -3.583 0.682 4.723
H -3.871 2.806 2.964
H 0.672 -2.156 -0.078
H 2.117 -0.840 2.626
H 2.025 0.899 2.881
H 0.674 -0.132 3.388
C 0.335 -1.108 -2.991
S 1.756 -2.177 -2.738
O 1.910 -2.267 -1.241
C 2.987 -0.948 -3.152
H -0.555 -1.655 -2.685
H 0.452 -0.213 -2.379
H 0.265 -0.849 -4.048
H 2.822 -0.139 -2.445
H 2.889 -0.620 -4.186
H 3.968 -1.393 -2.998
C -1.795 4.878 7.028
S -2.165 3.212 6.475
O -1.906 3.177 5.004
C -3.948 3.340 6.669
H -0.719 5.014 6.944
H -2.319 5.591 6.392
H -2.097 4.985 8.069
H -4.316 4.168 6.064
H -4.186 3.489 7.722
H -4.392 2.407 6.325
C -5.965 5.576 -2.053
S -5.537 5.931 -0.343
O -4.400 5.038 -0.003
C -6.999 5.179 0.382
H -5.141 5.924 -2.672
H -6.093 4.500 -2.170
H -6.877 6.109 -2.320
H -7.045 4.131 0.085
H -7.889 5.720 0.058
H -6.897 5.250 1.463
C 0.943 -6.584 -5.649
S 1.836 -5.166 -6.297
O 1.824 -4.133 -5.221
C 0.591 -4.706 -7.498
H 1.540 -7.006 -4.842
H -0.021 -6.250 -5.265
H 0.813 -7.315 -6.447
H -0.348 -4.508 -6.979
H 0.480 -5.524 -8.209
H 0.934 -3.804 -8.002
C 1.849 2.711 5.116
S 3.003 2.311 6.429
O 2.292 2.539 7.719
C 4.064 3.741 6.173
H 1.059 1.963 5.112
H 1.422 3.696 5.308
H 2.375 2.691 4.162
H 3.473 4.650 6.284
H 4.509 3.683 5.179
H 4.844 3.710 6.932
C 5.864 -0.533 5.676
S 5.598 -0.377 3.907
O 4.272 0.280 3.736
C 5.331 -2.122 3.584
H 5.996 0.471 6.076
H 4.990 -0.998 6.130
H 6.762 -1.124 5.857
H 4.494 -2.471 4.188
H 6.240 -2.677 3.817
H 5.094 -2.225 2.527
C -0.933 -9.644 -9.823
S -0.048 -8.254 -10.535
O -0.043 -7.184 -9.499
C -1.313 -7.797 -11.724
H -0.320 -10.039 -9.015
H -1.889 -9.296 -9.431
H -1.078 -10.411 -10.583
H -2.241 -7.583 -11.194
H -1.449 -8.608 -12.439
H -0.964 -6.905 -12.241
C 5.221 1.768 0.633
S 3.678 1.273 -0.145
O 3.748 1.765 -1.553
C 2.632 2.433 0.737
H 6.015 1.174 0.184
H 5.393 2.827 0.442
H 5.168 1.564 1.703
H 2.982 3.447 0.538
H 2.658 2.205 1.803
H 1.619 2.301 0.366
*
```

- E_HOMO (eV) = -7.87
- ΔE to the lowest compared entry with this formula, charge and spin (eV) = 0.000
- frontier orbital gap (eV) = 8.33
- calculated total energy (Ha) = -5428.48287


Record 4
C20H62O11 | the ωB97M-V functional and the def2-TZVPD basis

The geometry in ORCA input format:
```
! wB97M-V def2-TZVPD RIJCOSX def2/J DEFGRID3
* xyz 0 1
C -2.441 -0.135 3.641
C -1.430 -1.201 3.855
O -0.077 -0.669 3.623
H -2.361 0.702 4.327
H -3.466 -0.457 3.832
H -2.359 0.215 2.605
H -1.657 -2.069 3.219
H -1.343 -1.546 4.896
H -0.084 0.164 3.074
C 1.497 -3.276 2.075
C 2.622 -4.218 1.771
O 3.792 -3.514 1.510
H 0.564 -3.784 2.414
H 1.304 -2.752 1.141
H 1.768 -2.525 2.853
H 2.327 -4.848 0.939
H 2.763 -4.903 2.665
H 3.808 -2.652 1.993
C -2.206 -4.209 -3.332
C -1.940 -4.374 -1.813
O -1.769 -5.793 -1.664
H -3.163 -4.607 -3.648
H -1.434 -4.678 -3.905
H -2.242 -3.154 -3.638
H -2.770 -3.960 -1.226
H -1.038 -3.795 -1.572
H -1.445 -6.029 -0.800
C 1.233 3.851 -0.549
C 0.114 4.819 -0.213
O -0.932 4.621 -1.177
H 2.123 4.150 0.041
H 1.542 3.940 -1.630
H 1.029 2.848 -0.275
H 0.368 5.870 -0.296
H -0.242 4.573 0.798
H -1.590 5.311 -1.080
C -3.245 2.375 0.152
C -3.748 2.800 1.504
O -2.599 3.409 2.158
H -2.509 1.596 0.294
H -2.778 3.230 -0.368
H -4.125 1.957 -0.336
H -4.187 1.960 2.065
H -4.592 3.488 1.365
H -2.890 3.621 3.061
C 1.095 2.156 -4.365
C 2.497 1.725 -3.922
O 2.411 0.284 -3.656
H 0.429 2.088 -3.518
H 0.727 1.532 -5.212
H 1.130 3.212 -4.636
H 2.798 2.225 -3.007
H 3.234 1.884 -4.678
H 3.210 0.142 -3.159
C -5.041 -1.500 0.167
C -3.551 -1.140 0.146
O -2.872 -2.205 0.740
H -5.596 -0.696 -0.312
H -5.424 -1.619 1.177
H -5.196 -2.426 -0.369
H -3.360 -0.245 0.743
H -3.113 -1.039 -0.858
H -1.988 -2.254 0.358
C 4.579 1.347 0.395
C 5.403 0.502 -0.529
O 4.533 -0.352 -1.272
H 5.253 1.854 1.090
H 3.921 0.706 1.008
H 3.862 1.982 -0.101
H 6.203 -0.066 -0.041
H 5.852 1.140 -1.288
H 4.250 -1.102 -0.759
C 2.199 2.210 3.132
C 0.724 2.557 3.182
O 0.054 1.813 2.178
H 2.287 1.113 3.148
H 2.630 2.707 4.022
H 2.667 2.615 2.234
H 0.479 3.627 2.984
H 0.354 2.381 4.196
H -0.875 2.062 1.967
C -0.020 -0.273 -0.156
O -0.475 -1.486 -0.762
H 1.041 -0.206 -0.082
H -0.409 0.591 -0.692
H -0.399 -0.294 0.842
H -0.244 -1.417 -1.713
C 0.765 -2.446 -3.938
O 0.137 -1.267 -3.475
H 0.202 -2.856 -4.748
H 1.763 -2.146 -4.267
H 0.838 -3.175 -3.129
H 0.843 -0.597 -3.413
*
```

- E_HOMO (eV) = -9.50
- ΔE to the lowest compared entry with this formula, charge and spin (eV) = 0.003
- SMILES string = CCO.CCO.CCO.CCO.CCO.CCO.CCO.CCO.CCO.CO.CO
- frontier orbital gap (eV) = 9.90
- calculated total energy (Ha) = -1626.70764


Record 5
C20H62O20 | the ωB97M-V functional and the def2-TZVPD basis

The geometry in ORCA input format:
```
! wB97M-V def2-TZVPD RIJCOSX def2/J DEFGRID3
* xyz 0 1
O 1.427 2.701 -0.704
C 2.852 2.656 -0.621
C 3.351 1.944 0.608
O 3.036 0.546 0.584
H 1.096 3.366 -0.081
H 3.175 2.154 -1.544
H 3.276 3.664 -0.738
H 2.813 2.319 1.479
H 4.438 2.016 0.678
H 3.445 0.127 -0.183
O -0.432 -3.077 -1.292
C 0.557 -3.638 -2.130
C 1.575 -2.615 -2.620
O 2.300 -2.019 -1.554
H -1.080 -2.595 -1.828
H 1.098 -4.401 -1.568
H 0.084 -4.127 -2.989
H 1.089 -1.868 -3.262
H 2.280 -3.167 -3.252
H 1.609 -1.802 -0.906
O -0.017 0.517 -1.460
C -0.970 0.151 -0.455
C -0.284 -0.403 0.773
O 0.368 0.569 1.554
H 0.617 1.151 -1.049
H -1.550 1.093 -0.325
H -1.765 -0.520 -0.786
H 0.352 -1.188 0.376
H -1.061 -0.830 1.413
H 1.321 0.525 1.345
O -1.795 1.174 4.753
C -2.985 1.750 4.259
C -3.622 0.966 3.134
O -4.374 -0.134 3.661
H -1.553 1.598 5.581
H -3.781 1.787 5.019
H -2.827 2.808 4.002
H -2.945 0.452 2.444
H -4.272 1.674 2.620
H -3.809 -0.874 3.896
O 0.335 4.865 0.998
C -0.530 4.359 2.012
C 0.267 3.610 3.077
O 1.073 4.524 3.837
H 0.678 5.714 1.297
H -1.166 5.131 2.451
H -1.237 3.672 1.528
H 0.869 2.863 2.550
H -0.395 3.076 3.756
H 1.910 4.664 3.388
O -3.295 3.182 -3.326
C -2.452 2.091 -3.564
C -1.014 2.374 -3.877
O -0.852 2.947 -5.185
H -3.538 3.280 -2.409
H -2.455 1.409 -2.695
H -2.866 1.452 -4.351
H -0.432 1.453 -3.896
H -0.499 3.038 -3.179
H -0.469 2.233 -5.709
O 0.797 0.789 -6.265
C 2.194 0.959 -5.952
C 2.408 0.329 -4.609
O 1.867 1.154 -3.529
H 0.627 1.084 -7.167
H 2.785 0.427 -6.702
H 2.426 2.026 -5.934
H 3.454 0.158 -4.338
H 1.900 -0.638 -4.535
H 1.207 0.628 -3.061
O 0.815 -3.640 2.335
C 1.915 -3.228 1.520
C 3.193 -3.798 2.054
O 3.011 -5.213 2.326
H 0.477 -2.813 2.712
H 1.709 -3.575 0.502
H 1.929 -2.135 1.452
H 3.432 -3.347 3.030
H 4.069 -3.612 1.425
H 3.823 -5.643 2.044
O 0.221 -3.801 5.178
C 1.098 -2.710 5.501
C 0.368 -1.458 5.150
O 0.300 -1.239 3.762
H 0.641 -4.606 5.497
H 1.342 -2.768 6.569
H 2.050 -2.887 4.983
H 0.873 -0.602 5.610
H -0.621 -1.564 5.607
H 0.151 -0.291 3.638
C -1.451 -1.328 -4.452
O -1.905 -2.382 -3.622
H -0.730 -1.584 -5.221
H -2.295 -0.752 -4.827
H -0.950 -0.669 -3.732
H -2.860 -2.419 -3.537
C -4.587 -1.761 0.476
O -4.163 -1.344 -0.846
H -5.086 -2.720 0.295
H -3.801 -1.955 1.206
H -5.355 -1.067 0.817
H -4.251 -0.389 -0.895
*
```

- E_HOMO (eV) = -9.06
- ΔE to the lowest compared entry with this formula, charge and spin (eV) = 1.825
- SMILES string = OCCO.OCCO.OCCO.OCCO.OCCO.OCCO.OCCO.OCCO.OCCO.CO.CO
- frontier orbital gap (eV) = 9.26
- calculated total energy (Ha) = -2303.81089